[1]
Below is a structure of composition C22H36N3O3RuSSi3, with properties calculated with the ωB97M-V functional and the def2-TZVPD basis.

Each line ends with the Löwdin charge.
Geometry (Å):
1 Ru -0.84351 0.79311 -0.29476  1.41
2 S 2.23591 0.24378 -1.37495  1.16
3 Si -0.15812 -2.45752 -1.41374  0.39
4 Si -2.75684 -1.16842 -0.45592  0.33
5 Si -0.42066 -1.62848 1.69061  0.50
6 O -1.02846 0.94389 2.10562  -0.13
7 O -0.87166 -0.21744 4.03836  -0.01
8 O -2.96012 0.42555 0.13025  -0.41
9 N 1.20942 1.20856 -0.56201  -0.41
10 N 2.88509 2.85637 -0.09784  0.16
11 N -0.73256 2.91515 -0.13341  -0.06
12 C 3.78753 0.81855 -1.00011  -0.41
13 C 1.56357 2.50105 -0.18527  -0.29
14 C -0.04408 -1.61593 -3.08957  -0.19
15 C -4.19414 1.16020 0.00383  -0.07
16 C -0.41082 5.52999 0.71148  -0.02
17 C -0.85536 -3.34774 2.22516  -0.13
18 C 6.15621 0.49260 -1.12497  -0.03
19 C 3.96922 2.07221 -0.39752  -0.21
20 C 1.49232 -3.13592 -0.87806  -0.18
21 C -3.24130 -1.06032 -2.23583  -0.14
22 C 6.33896 1.75042 -0.51458  -0.02
23 C -1.69391 5.01885 0.46457  -0.03
24 C -3.77990 -2.36786 0.49120  -0.12
25 C -0.89078 -1.23201 -0.11341  -0.54
26 C 4.89445 0.02855 -1.37025  -0.07
27 C -1.35901 -0.33389 2.71880  -0.44
28 C -1.27643 -3.94432 -1.51758  -0.16
29 C -1.79967 3.71564 0.05587  -0.10
30 C 0.52656 3.41199 0.07940  -0.22
31 C 0.69183 4.73980 0.52253  0.01
32 C 5.27075 2.53066 -0.15433  0.01
33 C 1.36547 -1.25229 2.04757  -0.14
34 H 7.01403 -0.10610 -1.39620  0.13
35 H 1.89357 -3.73696 -1.69974  0.06
36 H -0.35494 -4.09576 1.60744  0.03
37 H 3.08382 3.79965 0.20007  0.15
38 H -1.92557 -3.55154 2.19507  0.03
39 H 2.23768 -2.39213 -0.61204  -0.01
40 H -3.79233 -2.13937 1.55866  0.05
41 H -0.28849 6.55059 1.04883  0.13
42 H -1.29445 -4.47501 -0.56230  0.04
43 H -2.30546 -3.73083 -1.80640  0.02
44 H 1.37006 -3.80767 -0.02538  0.04
45 H -2.83983 -0.16189 -2.71210  0.05
46 H -3.39344 -3.38026 0.36394  0.04
47 H -0.18740 -0.53228 -3.04052  0.01
48 H 5.42209 3.49672 0.31145  0.13
49 H -4.33256 -1.00868 -2.29621  0.06
50 H -1.42144 -0.71586 4.65330  0.12
51 H 0.92355 -1.79339 -3.56379  0.04
52 H -2.76454 3.27571 -0.14825  0.09
53 H -2.57878 5.62396 0.59067  0.12
54 H 2.04475 -2.00466 1.65156  0.03
55 H -0.50725 -3.49692 3.25059  0.06
56 H 7.34199 2.10859 -0.32657  0.13
57 H -0.58329 1.47275 2.78340  0.12
58 H -2.45204 -0.39756 2.72187  0.12
59 H -4.27579 1.61471 -0.98319  0.10
60 H 1.65338 -0.27572 1.65326  0.02
61 H 1.67340 5.15030 0.71720  0.12
62 H -4.21593 1.91883 0.78158  0.09
63 H 1.49525 -1.22778 3.13205  0.05
64 H -5.02766 0.47546 0.15573  0.10
65 H -0.87561 -4.63582 -2.26403  0.06
66 H -4.81040 -2.36160 0.12785  0.06
67 H -0.80493 -2.00078 -3.77140  0.04
68 H -2.92990 -1.91680 -2.83111  0.03
69 H 4.73850 -0.93667 -1.83640  0.12

Net charge: +2
ΔE to the lowest compared entry with this formula, charge and spin (eV): 0.2707
Total energy (Eh): -2610.963262
Spin multiplicity: 6
Frontier orbital gap (alpha / beta) (eV): 6.149 / 6.708
Largest force on an atom (eV/Å): 0.72
LUMO (alpha / beta) (eV): -5.978 / -7.967

---

[2]
Below is the molecule C22H36N4O3, with properties calculated with the ωB97M-V functional and the def2-TZVPD basis.

Each line ends with the Löwdin charge.
Geometry (Å):
1 O -2.27951 3.20401 -1.95958  -0.24
2 O 0.12110 1.12941 -6.00246  0.05
3 O 2.34056 -1.07582 1.18573  0.05
4 N -0.44123 1.45946 -3.83514  0.12
5 N 0.26860 -0.56565 0.41387  -0.04
6 N -0.43073 -3.86574 3.32838  0.11
7 N 1.26271 -2.44172 3.41573  0.04
8 C 0.27741 1.55671 -0.91035  -0.15
9 C 2.48682 -3.61491 5.67491  -0.39
10 C -3.11401 3.96639 -2.82101  -0.23
11 C -2.52899 3.45148 -0.59451  -0.09
12 C 1.12206 -1.22219 1.24907  -0.38
13 C -3.10943 2.11686 -4.52436  -0.20
14 C 0.74520 -0.65311 -2.00953  -0.12
15 C -0.73152 1.35175 -5.15949  -0.49
16 C 0.56858 -2.15575 2.25349  -0.12
17 C 1.00359 2.26619 -2.05290  -0.12
18 C 2.83231 -3.96499 7.11450  -0.07
19 C 1.45628 0.05199 -3.16020  -0.13
20 C -1.17593 -0.63206 0.52065  -0.03
21 C 0.61406 -3.46133 4.02323  -0.30
22 C -2.20137 1.44967 -5.54514  -0.10
23 C 0.85813 0.16064 -0.72008  -0.28
24 C 1.04857 -4.00821 5.34161  -0.08
25 C 2.48355 -1.81141 3.91673  -0.11
26 C 0.93964 1.47668 -3.35731  -0.30
27 C 2.65884 -2.12444 5.39390  -0.15
28 C -0.47122 -3.05320 2.23813  -0.10
29 C -2.74714 3.57594 -4.23614  -0.17
30 H -2.94616 5.03628 -2.64754  0.13
31 H 2.05730 2.39531 -1.78938  0.12
32 H 1.33839 -0.49941 -4.09369  0.12
33 H -1.61108 -1.36868 -0.16128  0.10
34 H 0.58226 3.26323 -2.20337  0.12
35 H -1.22528 -3.17827 1.47888  0.10
36 H 3.65094 -1.78707 5.70073  0.12
37 H -0.31426 -0.78633 -2.25723  0.12
38 H -3.22477 4.23986 -4.95917  0.12
39 H 0.91823 -5.09088 5.32777  0.13
40 H -1.84388 2.83404 -0.01578  0.06
41 H 1.16883 -1.64667 -1.85128  0.12
42 H -0.79008 1.50648 -1.14530  0.07
43 H -1.60984 0.33899 0.29223  0.07
44 H -1.66943 3.73141 -4.33472  0.12
45 H -4.15075 2.05621 -4.85010  0.12
46 H 0.38155 -3.62299 6.12134  0.13
47 H 3.32764 -2.17963 3.33387  0.13
48 H -3.07106 1.54114 -3.59559  0.11
49 H -2.23371 1.94524 -6.51603  0.12
50 H -2.35640 4.50403 -0.34457  0.10
51 H -2.53015 0.42003 -5.71380  0.13
52 H 3.15938 -4.16523 5.00612  0.15
53 H 0.36848 2.13401 0.01347  0.13
54 H 2.52929 0.10324 -2.94729  0.13
55 H 1.92856 -1.56369 5.98787  0.13
56 H 1.91243 0.25888 -0.46487  0.14
57 H 3.87292 -3.72745 7.34041  0.08
58 H -1.46381 -0.88539 1.53645  0.08
59 H -3.55873 3.19093 -0.32532  0.10
60 H -1.13443 1.88514 -3.23920  0.09
61 H 2.20123 -3.40234 7.80730  0.08
62 H 2.67791 -5.02718 7.31131  0.08
63 H 2.42223 -0.73984 3.74002  0.13
64 H -4.16974 3.74984 -2.60668  0.13
65 H 1.54910 1.97011 -4.11725  0.15

ΔE to the lowest compared entry with this formula, charge and spin (eV): 0.2164
Total energy (Eh): -1304.714877
Spin multiplicity: 1
Frontier orbital gap (eV): 9.100
Largest force on an atom (eV/Å): 0.20
LUMO (eV): 0.587
SMILES string: COCCCCC(=O)N[C@H]1CC[C@@H](N(C)C(=O)c2cnc3n2CC[C@@H](C)C3)CC1